Record 1
C5H16N2O3 | wB97M-V/def2-TZVPD

```
26
Properties=species:S:1:pos:R:3
C 1.189 -1.269 0.789
H 4.430 0.095 0.405
H -0.299 0.862 1.255
C -0.301 -1.572 -1.206
H 1.410 -2.383 0.751
H -2.819 -1.056 1.251
H 4.166 0.961 1.677
C -0.204 -1.052 0.207
H -2.395 0.493 -0.854
H 0.481 -1.162 -1.905
H 1.983 1.356 0.050
H -0.138 -2.656 -1.224
O -3.133 -1.885 1.603
H -2.385 1.477 0.476
O 3.794 0.793 0.810
H -1.265 -1.311 -1.705
H 1.270 -0.919 1.782
H 1.972 -0.848 0.136
H -3.539 -2.372 0.935
O -0.567 1.622 -1.789
H 1.809 2.232 -1.328
N 1.350 1.687 -0.633
N -2.083 0.552 0.183
H -0.958 -1.581 0.844
C -0.627 0.437 0.298
C 0.053 1.271 -0.819
```

Results
Frontier orbital gap, eV: 9.7
Spin multiplicity: 1
LUMO level, eV: 0.3

Record 2
C5H16N3 | wB97M-V/def2-TZVPD

```
24
Properties=species:S:1:pos:R:3
H -1.225 1.115 1.297
H -1.922 -0.811 0.081
H 2.322 -0.223 3.769
N -1.485 0.297 -1.594
H 0.068 -0.380 2.628
H 0.932 -0.927 1.182
H -2.025 -2.767 -2.530
H 1.295 1.805 2.644
N 2.618 0.180 2.898
H 2.202 1.171 1.176
C 1.638 0.929 2.079
H -0.348 -1.165 -0.545
H 3.558 0.527 2.829
C -0.468 0.521 0.766
H -0.698 -3.120 -3.378
H -0.968 2.032 -2.739
C -1.005 -0.322 -0.314
H -2.406 0.665 -1.360
C 0.535 -0.054 1.701
H -0.901 -1.583 -3.022
N -1.054 -2.507 -2.644
H -0.487 2.022 -0.934
C -0.593 1.471 -1.880
H 0.418 1.124 -2.110
```

Results
Total charge: +1
Frontier orbital gap, eV: 5.6
Spin multiplicity: 1
LUMO level, eV: -7.3

Record 3
C5H16N3 | wB97M-V/def2-TZVPD

```
24
Properties=species:S:1:pos:R:3
H 4.033 1.715 -0.250
H 2.819 -1.788 0.157
N -0.422 -1.013 -0.259
H -3.848 1.521 0.954
N -2.417 0.084 0.205
H 1.927 -0.781 1.075
H -0.440 0.786 0.488
C -1.082 -0.015 0.095
H 2.258 0.804 -0.931
N 2.113 -1.047 0.119
H 3.357 1.327 1.195
C -3.401 -0.958 -0.076
H -4.356 -0.577 -0.620
H 0.838 -1.003 -0.274
H -2.265 2.154 0.331
H -3.581 1.423 -0.863
C 3.782 0.915 0.328
H 4.679 0.423 0.441
C -3.042 1.401 0.212
H -2.821 -1.576 -0.814
H -0.907 -1.832 -0.365
H 3.531 -0.481 -1.349
C 2.939 0.021 -0.600
H -3.696 -1.504 0.802
```

Results
Total charge: +1
Frontier orbital gap, eV: 10.8
Spin multiplicity: 1
LUMO level, eV: -2.5

Record 4
C5H16N3 | wB97M-V/def2-TZVPD

```
24
Properties=species:S:1:pos:R:3
C -1.587 -1.605 1.344
H -2.045 -1.030 0.557
C 1.028 1.122 0.843
N 1.532 1.227 -0.555
N 1.217 0.679 -2.778
H -0.165 -3.176 1.259
H 0.521 -1.725 1.860
N -0.634 0.867 -1.508
H 2.222 0.650 -2.856
H -1.178 0.023 2.816
H -2.212 -2.515 1.473
H 1.234 2.001 1.437
H -1.806 -1.314 3.562
H -2.829 -0.253 2.612
H -1.049 0.238 -2.177
H 0.696 0.321 -3.558
H -1.177 0.954 -0.667
H 0.015 -2.118 0.022
C 0.724 0.958 -1.571
C -0.165 -2.095 1.104
H 1.375 0.188 1.261
H -0.055 1.096 0.741
H 2.470 1.560 -0.710
C -1.882 -0.803 2.606
```

Results
Total charge: +1
Frontier orbital gap, eV: 10.9
Spin multiplicity: 1
LUMO level, eV: -3.1

Record 5
C5H16N3 | wB97M-V/def2-TZVPD

```
24
Properties=species:S:1:pos:R:3
H 1.532 1.542 2.663
H -2.937 -2.063 0.546
H -1.501 -2.948 0.676
C -0.408 -1.603 -1.233
H 0.697 3.043 -1.100
H -1.598 -0.173 -0.423
C 1.247 2.402 -0.420
C 0.630 2.564 0.965
H -0.628 -0.117 -2.587
H 1.307 0.443 1.413
N -0.100 -0.936 -2.333
N -1.396 -1.161 -0.431
H -1.777 -1.426 1.683
C 0.837 1.341 1.835
H 1.242 -2.856 -1.038
N 0.241 -2.746 -0.996
H -0.430 2.849 0.869
C -1.861 -1.933 0.727
H 1.502 1.397 -0.754
H 2.288 2.777 -0.374
H 0.398 -1.383 -3.083
H 0.876 3.522 1.439
H -0.130 -3.454 -0.397
H -0.032 0.920 2.353
```

Results
Total charge: +1
Frontier orbital gap, eV: 10.5
Spin multiplicity: 1
LUMO level, eV: -3.0

Record 6
C5H16N3 | wB97M-V/def2-TZVPD

```
24
Properties=species:S:1:pos:R:3
H -0.759 0.491 -1.315
H 0.125 3.000 -1.799
H 2.124 -2.239 -1.411
N -2.447 1.374 1.214
C 1.246 -1.951 0.642
H 0.022 -3.607 0.034
H -0.743 -2.139 -0.699
H 1.370 2.012 -0.804
H -3.331 0.816 1.026
H 2.050 -0.632 -1.084
H 3.177 -1.600 -0.211
C 2.108 -1.629 -0.548
N -0.502 2.454 0.201
H 1.616 -2.820 1.249
C -1.507 1.432 0.196
H -2.275 1.662 2.209
C 0.547 2.765 -0.783
H -0.606 3.251 0.817
H 1.086 3.685 -0.530
H 1.271 -1.210 1.415
H -1.989 -0.576 -0.482
N -1.511 0.408 -0.592
C -0.216 -2.470 0.215
H -0.856 -2.478 1.040
```

Results
Total charge: +2
⟨S²⟩: 0.7529
Frontier orbital gap (alpha / beta), eV: 11.2 / 3.4
Spin multiplicity: 2
LUMO level (alpha / beta), eV: -6.5 / -14.2

Record 7
C5H16N3S | wB97M-V/def2-TZVPD

```
25
Properties=species:S:1:pos:R:3
H -2.025 -0.422 0.323
H 0.725 -0.489 2.939
H 2.574 1.433 0.103
H -0.543 -0.173 1.772
H -0.546 3.173 -1.625
C -0.270 -0.765 2.646
H 1.054 0.903 0.749
H -0.939 -0.468 3.451
H -0.409 0.276 -3.320
H -0.656 1.921 -3.546
H 0.879 2.896 -0.581
C -0.357 -2.278 2.294
H 1.404 -0.288 -1.807
H 0.676 -2.585 2.217
N 1.213 0.580 -1.351
C 1.775 0.691 -0.035
C -1.688 -1.293 -0.234
H -2.508 -1.702 -0.801
N -0.115 1.218 -3.108
H -0.947 -1.008 -0.981
S -1.261 -2.715 0.775
C 0.413 1.484 -1.905
H -0.948 -2.772 3.057
H 2.272 -0.234 0.257
N 0.224 2.617 -1.290
```

Results
Total charge: +1
Frontier orbital gap, eV: 8.1
Spin multiplicity: 1
LUMO level, eV: -3.1

Record 8
C5H16N4 | wB97M-V/def2-TZVPD

```
25
Properties=species:S:1:pos:R:3
H -0.841 -2.145 -0.338
H 2.217 0.245 1.711
N 1.821 -1.321 -0.184
H -2.242 1.284 -0.733
H 2.075 1.715 0.811
H -0.304 0.886 1.810
C 1.340 0.013 -0.195
C -0.599 -0.039 1.316
N 2.062 0.703 0.819
H -0.728 -1.271 -1.888
H -0.790 2.177 -0.239
H -2.206 -1.207 -0.934
C -1.148 1.284 -0.756
H 1.330 -2.043 -0.697
H 2.521 0.358 -1.920
H -0.169 -0.929 1.768
N -2.248 -0.138 1.777
C -1.114 -1.227 -0.864
C -0.581 0.007 -0.146
H -2.683 -1.044 1.605
H 2.824 -1.476 -0.130
N 1.654 0.614 -1.451
H 1.345 1.563 -1.629
H -2.673 0.631 2.297
H -0.863 1.359 -1.811
```

Results
Frontier orbital gap, eV: 8.8
Spin multiplicity: 1
LUMO level, eV: 0.9

Record 9
C5H16N4 | wB97M-V/def2-TZVPD

```
25
Properties=species:S:1:pos:R:3
H -0.481 -1.704 -2.022
H 1.763 -1.278 -1.484
H -3.569 1.071 1.374
H 0.947 2.175 -0.335
H 0.616 -1.724 0.635
N 3.217 -0.253 -0.424
C 1.935 -0.269 -1.101
H -2.106 -1.039 -1.868
H -1.328 -1.778 -0.471
N 1.083 1.455 0.365
C 0.757 0.141 -0.180
C -2.557 1.011 1.786
H -0.411 0.782 -1.887
H -2.545 -0.872 2.185
C -0.579 0.193 -0.979
H -2.008 1.945 1.823
C -1.153 -1.168 -1.356
H -0.009 -0.534 1.593
N 0.740 -0.769 0.947
H 3.365 0.685 -0.059
N -1.993 -0.016 2.225
H 1.984 0.419 -1.950
H 0.499 1.657 1.165
H -1.315 0.728 -0.373
H 3.148 -0.858 0.390
```

Results
Frontier orbital gap, eV: 9.5
Spin multiplicity: 1
LUMO level, eV: 0.8

Record 10
C5H16N4PtS4Sb | wB97M-V/def2-TZVPD

```
31
Properties=species:S:1:pos:R:3
H 2.625 -1.243 -0.180
H 1.312 -0.402 0.672
H -3.420 2.315 1.687
N -0.744 4.055 1.862
H 1.837 -4.113 0.221
S 1.211 3.751 -0.887
H -0.133 -3.367 1.478
C 1.752 -1.385 0.459
Sb 1.155 3.166 -3.241
S -0.870 1.408 1.359
H 0.702 -4.284 -1.123
C -1.530 3.012 1.674
S -0.979 2.364 -2.406
N -2.836 3.129 1.797
N 0.202 -1.686 -1.428
H -3.281 3.993 2.072
S 1.929 1.121 -2.293
C 0.727 -2.325 -0.188
H 0.256 3.939 1.825
H -1.105 4.973 2.080
H -1.304 -2.998 0.226
N -0.667 -0.674 -1.348
C -0.436 -2.606 0.762
H 0.842 -1.614 -2.217
H -1.094 -0.461 -2.252
C 1.412 -3.608 -0.645
H 2.225 -3.400 -1.344
Pt 0.223 1.315 -0.751
H 2.083 -1.800 1.410
H -0.729 -1.721 1.337
H -1.363 -0.855 -0.618
```

Results
Total charge: +2
⟨S²⟩: 0.8246
Frontier orbital gap (alpha / beta), eV: 6.2 / 5.5
Spin multiplicity: 2
LUMO level (alpha / beta), eV: -8.9 / -9.7

Record 11
C5H16N6O | wB97M-V/def2-TZVPD

```
28
Properties=species:S:1:pos:R:3
H 5.815 -0.903 -0.482
H -0.289 0.181 0.959
C -3.579 -0.616 -0.131
C 4.147 1.179 -0.535
N -4.502 0.085 0.408
H -5.325 -0.523 0.533
H -4.363 -2.485 -0.367
H -2.204 3.106 -0.182
H 4.683 -2.024 0.298
C -2.113 2.108 0.242
H 3.425 1.884 -0.143
N 0.537 -0.423 1.044
H 4.425 -1.525 -1.408
H 5.182 1.546 -0.338
H 0.615 -0.699 2.028
H -2.899 -2.274 -1.102
H -1.802 -0.607 -1.124
N -3.469 -2.012 -0.318
H -3.035 1.850 0.776
H 2.526 -1.558 0.516
O -1.983 1.260 -0.870
N 1.708 0.327 0.694
C 2.654 -0.470 0.414
H 4.019 1.086 -1.626
H -1.258 2.074 0.920
N -2.342 -0.054 -0.483
N 3.942 -0.112 0.113
C 4.763 -1.184 -0.407
```

Results
Frontier orbital gap, eV: 8.8
Spin multiplicity: 1
LUMO level, eV: 0.8

Record 12
C5H16NO | wB97M-V/def2-TZVPD

```
23
Properties=species:S:1:pos:R:3
H 1.479 0.171 -2.557
H 0.718 -1.258 -2.103
H -2.020 2.856 1.884
H 0.850 -1.523 2.080
H -1.523 -0.089 -0.397
H -0.121 0.010 -2.797
H -0.853 0.254 1.060
C 0.487 0.401 -0.733
H -0.334 -2.264 -0.581
N 0.616 -0.218 -2.096
H 0.882 -3.149 1.393
C 0.836 -2.081 1.184
H 1.721 -1.911 0.573
H -2.125 1.898 3.074
H 1.448 0.118 -0.288
H -1.269 -2.079 0.943
O -1.628 2.065 2.273
C -0.568 -0.224 0.138
H -0.364 2.209 -1.511
H 1.399 2.334 -1.197
C -0.427 -1.735 0.360
C 0.447 1.917 -0.854
H 0.351 2.299 0.149
```

Results
⟨S²⟩: 0.7505
Frontier orbital gap (alpha / beta), eV: 3.8 / 11.7
Spin multiplicity: 2
LUMO level (alpha / beta), eV: 0.4 / 0.4